ORCA calculation (ωB97M-V/def2-TZVPD) on the molecule C10H13ClFN5O4S in a non-equilibrium geometry.

The structure (SMILES) is CS[C@@H](CNC(=O)N(CCCl)N=O)n1cc(F)c(=O)[nH]c1=O. The value obtained for the highest occupied orbital energy is -9.32 eV. Its energy above the lowest of the compared OMol25 structures with the same formula, charge and spin is 258.50 kJ/mol.

Element x y z (Å)
1 O -1.0068 3.0495 -1.2150
2 O 1.8354 -2.8944 4.7573
3 O -1.1944 -0.5252 -2.9702
4 O 0.4776 0.7471 2.9740
5 F 2.4753 -4.1786 2.3280
6 Cl -4.9713 1.0887 -1.3684
7 N -1.8379 2.8179 -2.0581
8 S 2.8972 0.6674 0.0634
9 C 1.4480 -2.3597 3.7301
10 C -1.1053 0.5347 -2.3563
11 C 0.7832 -0.4093 2.7174
12 C 1.7679 -3.0143 2.4931
13 C 1.4748 -2.2770 1.3647
14 N 0.9052 -1.2109 3.8216
15 N -2.0017 1.5601 -2.6093
16 N 0.0153 0.6177 -1.6309
17 N 0.9478 -0.9152 1.4140
18 C 3.3658 1.3328 1.6836
19 C -4.2142 0.4240 -2.8222
20 C -3.1750 1.2488 -3.4349
21 C 0.6518 -0.4925 -0.9503
22 C 1.0633 0.1174 0.3465
23 H 1.7694 -2.5705 0.3520
24 H 0.5082 -0.9344 4.7277
25 H -0.0416 1.5800 -1.2050
26 H 4.1479 2.1822 1.5157
27 H 3.7532 0.5147 2.3360
28 H 2.3486 1.8067 2.0339
29 H -3.8668 -0.6151 -2.6845
30 H -4.9560 0.1864 -3.5495
31 H -3.4827 2.2113 -3.7902
32 H -2.7598 0.8678 -4.3575
33 H 1.5347 -0.8796 -1.5649
34 H -0.0001 -1.2999 -0.6297
35 H 0.4429 1.0215 0.5378



ORCA calculation (ωB97M-V/def2-TZVPD) on a structure of composition C10H13CoN2O6 in a non-equilibrium geometry.

Its spin multiplicity is 4. The value obtained for the highest occupied orbital energy (spin up / spin down) is -8.92 / -11.23 eV. Its energy above the lowest of the compared OMol25 structures with the same formula, charge and spin is 0.00 kJ/mol. The total charge is +1.

Element x y z (Å)
1 O -0.0992 -3.7046 0.4393
2 C -0.5104 -3.1683 -0.4946
3 Co -1.3945 -0.1590 -3.8190
4 C -0.9589 1.3345 -3.0236
5 O -0.6788 2.3234 -2.4859
6 C -1.8663 0.2882 -5.4605
7 O -2.1477 0.6500 -6.5219
8 C -2.5567 -0.7912 -2.6717
9 O -3.3324 -1.1838 -1.9010
10 C 0.0584 -1.1069 -3.5272
11 O 1.0344 -1.7135 -3.3505
12 H -0.7103 -2.4364 -1.4266
13 C -1.8872 0.6354 1.5375
14 N -0.5135 0.6510 1.9523
15 C -0.2236 1.0279 3.3228
16 C 0.3581 0.1683 1.0084
17 O -0.0748 -0.3457 -0.0444
18 N 1.7160 0.2473 1.2022
19 C 2.4332 0.6675 2.3943
20 C 2.5077 -0.1735 0.0653
21 H -2.4860 1.0150 2.3590
22 H -2.2122 -0.3763 1.2836
23 H -2.0287 1.2837 0.6688
24 H 0.2731 0.2206 3.8781
25 H 0.3759 1.9453 3.3884
26 H -1.1792 1.2248 3.8101
27 H 2.2155 0.0129 3.2515
28 H 3.5014 0.5718 2.1807
29 H 2.2409 1.7198 2.6533
30 H 2.2379 -1.1983 -0.2299
31 H 2.3418 0.5009 -0.7920
32 H 3.5660 -0.1308 0.3530



ORCA calculation (ωB97M-V/def2-TZVPD) on the ion C10H13INO2 with charge -1 in a non-equilibrium geometry.

Its spin multiplicity is 3. The value obtained for the highest occupied orbital energy (spin up / spin down) is -1.49 / -4.62 eV. The total charge is -1.

Element x y z (Å)
1 C -0.8743 -0.3828 4.1638
2 C -0.9892 0.2023 3.1312
3 C 1.8527 1.1308 1.6612
4 C -0.4478 -0.7372 -2.6497
5 C -0.1672 -1.8048 -1.5082
6 C 0.2935 0.5388 -2.4280
7 C -0.3840 -1.3446 -0.1519
8 C -0.0215 1.0127 -0.9774
9 C 0.4581 -0.1000 0.0023
10 C -0.8648 0.8646 1.9267
11 N 0.6067 0.3837 1.3278
12 O 1.8887 1.7472 2.7294
13 O 2.7571 0.8531 0.8498
14 I -1.0119 3.0607 2.1322
15 H -0.9084 -0.8937 5.0856
16 H -0.2783 -1.1640 -3.6264
17 H -1.5353 -0.4240 -2.6861
18 H -0.7722 -2.7014 -1.8116
19 H 0.9368 -2.0260 -1.6631
20 H 1.3503 0.5944 -2.4887
21 H -0.1174 1.1597 -3.2910
22 H -1.4104 -1.3058 0.1276
23 H 0.1124 -1.8978 0.6655
24 H 0.6712 1.9184 -0.7252
25 H -1.1210 1.0503 -0.7770
26 H 1.5538 -0.2698 -0.2276
27 H -1.5777 0.5351 1.2089



ORCA calculation (ωB97M-V/def2-TZVPD) on a structure of composition C10H13MnN4S5Sb in a non-equilibrium geometry.

Its spin multiplicity is 3. The value obtained for the highest occupied orbital energy (spin up / spin down) is -3.86 / -3.88 eV. Its energy above the lowest of the compared OMol25 structures with the same formula, charge and spin is 110.93 kJ/mol. The total charge is -1.

Element x y z (Å)
1 Mn 0.5723 0.2252 -0.9743
2 C 3.5083 -3.0093 1.5913
3 C 2.2288 -3.7965 1.3146
4 N 1.0628 -3.0571 1.7606
5 C 0.6542 -1.9896 1.0086
6 S 0.4810 -2.1829 -0.7000
7 N 0.2875 -0.8914 1.6098
8 N -0.1090 0.0550 0.7316
9 C -1.1123 0.8637 0.9977
10 C -1.7557 0.9806 2.3467
11 C -1.6392 1.4604 -0.1841
12 C -2.6263 2.4546 -0.2142
13 C -3.1731 2.8267 -1.4181
14 C -2.7473 2.1790 -2.5790
15 C -1.7293 1.2554 -2.4940
16 N -1.1483 0.9021 -1.3397
17 H 4.3906 -3.5790 1.3137
18 H 3.5737 -2.7548 2.6501
19 H 3.4921 -2.0855 1.0142
20 H 2.2442 -4.7578 1.8352
21 H 2.1171 -3.9727 0.2429
22 H 1.1119 -2.8009 2.7397
23 H -1.3036 0.2557 3.0199
24 H -2.8286 0.7985 2.2743
25 H -1.6057 1.9798 2.7535
26 H -2.9045 2.9363 0.7101
27 H -3.9162 3.6067 -1.4694
28 H -3.1614 2.4288 -3.5409
29 H -1.3565 0.7686 -3.3893
30 S 0.0517 3.8315 -3.6363
31 Sb 1.8986 2.8008 -2.7925
32 S 1.2581 2.3154 -0.4734
33 S 1.4316 0.2019 -3.0750
34 S 2.7525 -0.2491 -1.6339



ORCA calculation (ωB97M-V/def2-TZVPD) on a structure of composition C10H13MnNPS in a non-equilibrium geometry.

Its spin multiplicity is 4. The value obtained for the highest occupied orbital energy (spin up / spin down) is -10.83 / -11.15 eV. Its energy above the lowest of the compared OMol25 structures with the same formula, charge and spin is 49.10 kJ/mol. The total charge is +1.

Element x y z (Å)
1 C 1.3519 -0.2244 -1.4191
2 C 0.2430 0.1257 -2.3619
3 C -0.6079 -1.0341 -2.5380
4 C -0.1464 -2.0401 -1.6220
5 C 1.0809 -1.6118 -1.0053
6 Mn -0.4518 -0.2868 -0.3861
7 P -0.4626 2.0255 0.3027
8 H 2.0796 0.5406 -1.1270
9 H -0.0518 1.0976 -2.7737
10 H -1.4873 -1.1054 -3.1968
11 H 1.6032 -2.3130 -0.3613
12 H -0.6733 -2.9715 -1.4043
13 H -1.4365 2.2487 1.3115
14 H -0.7982 3.1637 -0.5089
15 H 0.5510 2.6479 1.0841
16 S -0.8904 -0.9712 1.7370
17 C -0.5774 -0.0098 3.1699
18 N -1.5040 0.3119 4.1488
19 C -1.1638 0.9428 5.3215
20 C 0.1309 1.3362 5.5564
21 C 1.0818 1.0986 4.5494
22 C 0.7299 0.4238 3.3850
23 H -2.4800 0.0473 3.9488
24 H -1.9719 1.1312 6.0050
25 H 0.3927 1.8809 6.4482
26 H 2.0996 1.4684 4.6822
27 H 1.4473 0.2159 2.6056



ORCA calculation (ωB97M-V/def2-TZVPD) on the molecule C10H13N in a non-equilibrium geometry.

The structure (SMILES) is Cc1ccc2c(c1)CNCC2. The value obtained for the highest occupied orbital energy is -8.61 eV. Its energy above the lowest of the compared OMol25 structures with the same formula, charge and spin is 301.67 kJ/mol.

Element x y z (Å)
1 C 3.0195 1.8827 0.7822
2 C 1.8170 0.9843 0.6696
3 C 1.7101 -0.0097 1.5779
4 C 0.6307 -0.9380 1.5165
5 C -0.3295 -0.8350 0.5658
6 C -1.6957 -1.5821 0.3674
7 C -2.7107 -0.9293 -0.5624
8 C -1.0522 0.4111 -1.6161
9 C -0.1330 0.2399 -0.4647
10 C 0.8925 1.1120 -0.3403
11 H 2.6097 2.7158 0.0985
12 H 3.1594 2.1848 1.9176
13 H 3.9443 1.4112 0.2929
14 H 2.4567 -0.1409 2.3629
15 H 0.6214 -1.9358 2.1644
16 H -2.1343 -1.7936 1.2817
17 H -1.8857 -2.7795 -0.0658
18 H -3.6750 -1.4854 -0.8311
19 H -2.9968 0.0151 -0.1912
20 H -1.4922 -1.5656 -2.1517
21 H -0.3106 0.5993 -2.4226
22 H -1.5472 1.5298 -1.7036
23 H 1.1806 1.6158 -1.3859
24 N -2.0790 -0.7071 -1.8622



ORCA calculation (ωB97M-V/def2-TZVPD) on the molecule C10H13N in a non-equilibrium geometry.

The structure (SMILES) is Cc1ccc2c(c1)CCCN2. The value obtained for the highest occupied orbital energy is -7.59 eV. Its energy above the lowest of the compared OMol25 structures with the same formula, charge and spin is 3.36 kJ/mol.

Element x y z (Å)
1 C 3.6389 -0.7123 0.0271
2 C 2.2239 -0.1973 0.0315
3 C 1.9790 1.1737 -0.0651
4 C 0.6950 1.6789 -0.1301
5 C -0.4397 0.8415 0.0124
6 C -2.8329 0.3848 0.3536
7 C -2.6927 -0.9483 -0.3931
8 C -1.3366 -1.6165 0.0005
9 C -0.1957 -0.5740 0.0801
10 C 1.1093 -1.0017 0.0861
11 H 3.7160 -1.8089 -0.0308
12 H 4.1081 -0.2993 -0.8515
13 H 4.1570 -0.3892 0.9384
14 H 2.8055 1.8437 -0.1253
15 H 0.5884 2.7796 -0.2211
16 H -1.8276 2.2051 0.3702
17 H -2.8691 0.1810 1.4253
18 H -3.7564 0.9124 0.0395
19 H -2.7574 -0.7468 -1.4554
20 H -3.4892 -1.6644 -0.0098
21 H -1.4242 -1.9839 1.0135
22 H -1.0694 -2.4165 -0.6336
23 H 1.1879 -2.1047 0.1726
24 N -1.7515 1.3311 -0.0929



ORCA calculation (ωB97M-V/def2-TZVPD) on the ion C10H13N2 with charge +1 in a non-equilibrium geometry.

The structure (SMILES) is C#[N+][C@H](C)N(C)c1ccccc1. The value obtained for the highest occupied orbital energy (spin up / spin down) is -12.53 / -12.53 eV. Its energy above the lowest of the compared OMol25 structures with the same formula, charge and spin is 535.66 kJ/mol. The total charge is +1.

Element x y z (Å)
1 C 0.8540 3.1379 -0.5868
2 C -0.4813 2.8541 -0.2567
3 C 1.8722 2.2485 -0.3144
4 C -0.8005 1.5779 0.0779
5 C 1.5927 0.9340 0.0279
6 C 0.2388 0.5868 0.2595
7 C -2.1502 -0.8978 1.1335
8 C -0.9837 -1.3469 -0.6287
9 C -0.4547 -2.5756 -1.2268
10 C 0.7794 -1.5226 1.2218
11 N -2.3111 -1.2986 0.0096
12 N -0.1279 -0.6851 0.4828
13 H 1.1025 4.1322 -1.0670
14 H -1.2181 3.5258 -0.3915
15 H 2.8606 2.6286 -0.4122
16 H -1.8144 1.2004 0.3380
17 H 2.4942 0.2214 0.3356
18 H -2.3891 -0.6206 2.0628
19 H -0.9611 -0.4554 -1.3084
20 H -1.3113 -2.9699 -1.9829
21 H -0.3570 -3.1480 -0.3434
22 H 0.4898 -2.3675 -1.7526
23 H 1.5329 -1.8930 0.5549
24 H 1.2382 -0.8761 2.0333
25 H 0.3052 -2.3904 1.7337



ORCA calculation (ωB97M-V/def2-TZVPD) on a structure of composition C10H13N2O in a non-equilibrium geometry.

The value obtained for the highest occupied orbital energy is -11.99 eV. Its energy above the lowest of the compared OMol25 structures with the same formula, charge and spin is 727.18 kJ/mol. The total charge is +1.

Element x y z (Å)
1 C 3.7433 1.4599 -0.1073
2 C 3.7829 0.3182 0.6316
3 C 2.6201 1.6750 -0.9689
4 C 2.8338 -0.6737 0.5455
5 C 1.5385 0.8103 -0.9158
6 C 1.7016 -0.4561 -0.2724
7 C 0.1082 -2.5727 -0.0267
8 C -1.2122 -2.6648 -0.0106
9 C 0.6158 -1.3231 -0.1756
10 C -4.1287 0.6934 0.2550
11 N -1.2219 -0.4947 -0.5205
12 N -2.7683 1.3869 0.2459
13 O -1.9184 -1.6012 -0.2266
14 H 4.6843 1.9758 -0.1641
15 H 4.6619 0.0891 1.2760
16 H 2.4353 2.6433 -1.5682
17 H 2.9392 -1.4848 1.1892
18 H 0.4879 1.0441 -1.2907
19 H 0.9223 -3.3378 0.1918
20 H -1.7597 -3.5237 0.1292
21 H -4.8667 1.4675 0.2116
22 H -4.1436 0.0983 -0.6852
23 H -4.0958 0.1689 1.2631
24 H -1.9360 0.4321 -0.0507
25 H -2.4251 1.6205 1.3235
26 H -2.5986 2.2494 -0.2791



- Number 7 is which compound?
  C10H13N